Model A:
# C4H4F2N2

A structure of composition C4H4F2N2 (the ωB97M-V functional and the def2-TZVPD basis, the OMol25 dataset).

XYZ file:
```
12
C4H4F2N2 (the ωB97M-V functional and the def2-TZVPD basis)
C 1.907 -0.162 -0.023
C 0.478 -0.120 -0.044
C -1.481 -0.883 0.012
C -1.649 0.393 0.149
H 2.283 -1.170 -0.463
H 2.243 1.026 -0.579
H 2.007 -0.244 1.322
H -0.106 1.918 -0.226
N -0.136 -1.333 -0.141
N -0.335 0.944 0.085
F -2.566 -1.636 0.010
F -2.644 1.270 -0.102
```

charge	0

=====

Model B:
# C4H4F2N2

An isolated molecule of C4H4F2N2 (the ωB97M-V functional and the def2-TZVPD basis, the OMol25 dataset).

XYZ file:
```
12
C4H4F2N2 (the ωB97M-V functional and the def2-TZVPD basis)
C -0.869 1.556 0.685
C 0.106 0.560 0.122
C 1.570 -0.707 -0.570
C 0.437 -1.506 -0.539
H -0.396 2.657 0.737
H -1.884 1.392 0.096
H -1.247 1.189 1.643
H -1.495 -1.035 0.182
N 1.425 0.503 -0.091
N -0.541 -0.680 -0.132
F 2.680 -1.257 -0.941
F 0.216 -2.670 -1.191
```

charge	0
SMILES	Cc1nc(F)c(F)[nH]1

=====

Verdict on stability: model A comes out at the bottom.

=====

Model A:
# C6H9ClO

An isolated molecule of C6H9ClO (the ωB97M-V functional and the def2-TZVPD basis, the OMol25 dataset).

XYZ file:
```
17
C6H9ClO (the ωB97M-V functional and the def2-TZVPD basis)
Cl 3.016 1.891 -1.035
O 0.466 0.553 -1.440
C -0.468 -0.127 1.361
C 0.156 1.276 1.676
C 0.504 -1.022 0.564
C 0.544 2.067 0.431
C 1.171 -0.347 -0.618
C 1.360 1.233 -0.582
H -1.389 -0.037 0.785
H -0.751 -0.647 2.298
H 1.032 1.123 2.280
H -0.527 1.879 2.288
H -0.042 -1.867 0.121
H 1.278 -1.421 1.264
H -0.424 2.400 -0.055
H 1.083 2.982 0.682
H 1.988 -0.938 -1.025
```

charge	0
SMILES	Cl[C@]12CCCC[C@H]1O2

=====

Model B:
# C6H9ClO

An isolated molecule of C6H9ClO (the ωB97M-V functional and the def2-TZVPD basis, the OMol25 dataset).

XYZ file:
```
17
C6H9ClO (the ωB97M-V functional and the def2-TZVPD basis)
C 1.841 1.565 -0.067
C 0.745 1.137 -0.706
C -0.167 -1.306 -0.090
C -1.090 -2.113 -0.876
C -0.266 0.778 1.483
C -0.374 0.452 0.043
O 0.833 -1.762 0.441
Cl -1.845 1.005 -0.828
H 2.747 1.670 -0.644
H 1.798 1.781 0.979
H 0.782 1.020 -1.755
H -2.082 -2.312 -0.378
H -1.461 -1.472 -1.763
H -0.602 -3.073 -1.251
H 0.031 1.884 1.513
H -1.235 0.758 1.895
H 0.345 -0.013 2.002
```

charge	0
SMILES	C=C[C@@](C)(Cl)C(C)=O

=====

Verdict on stability: model B comes out at the bottom.

=====

Model A:
# C4H9N4S

The ion C4H9N4S with charge +1 (the ωB97M-V functional and the def2-TZVPD basis, the OMol25 dataset).

XYZ file:
```
18
C4H9N4S (the ωB97M-V functional and the def2-TZVPD basis)
C 0.840 1.360 -0.588
C -1.446 0.858 -0.150
C 1.315 -0.079 -0.967
C 1.073 -1.114 0.103
N -0.298 1.665 -0.287
N -1.388 -0.086 0.745
N -2.509 1.301 -0.899
N 1.163 -0.711 1.371
S 0.644 -2.653 -0.397
H 1.535 2.076 -0.437
H 0.868 -0.325 -2.026
H 2.429 -0.182 -1.229
H -2.234 -0.685 0.848
H -2.442 2.069 -1.416
H -3.292 0.730 -0.888
H 1.381 0.250 1.559
H 0.906 -1.379 2.166
H 0.571 -3.543 0.565
```

charge	+1

=====

Model B:
# C4H9N4S

A cluster of 2 separate species, C4H9N4S in total (the ωB97M-V functional and the def2-TZVPD basis, the OMol25 dataset).

XYZ file:
```
18
C4H9N4S (the ωB97M-V functional and the def2-TZVPD basis)
C 1.818 -1.105 0.047
C 0.670 -1.321 0.691
C 2.143 0.233 -0.308
C 0.198 1.015 0.605
N -0.177 -0.262 0.988
N 1.366 1.253 0.069
N 3.237 0.466 -1.031
N -0.627 1.972 1.041
S -3.196 -0.546 -0.533
H 2.301 -1.901 -0.611
H 0.324 -2.358 0.940
H -1.174 -0.440 1.203
H -3.118 -0.529 -1.817
H 3.743 -0.372 -1.336
H 3.408 1.245 -1.704
H -1.547 1.720 0.827
H -0.437 3.007 1.016
H -4.288 -1.410 -0.775
```

charge	+1

=====

Verdict on stability: model A comes out at the bottom.

=====

Model A:
# C2H6N2O2S

An isolated molecule of C2H6N2O2S (the ωB97M-V functional and the def2-TZVPD basis, the OMol25 dataset).

XYZ file:
```
13
C2H6N2O2S (the ωB97M-V functional and the def2-TZVPD basis)
C 2.491 0.769 0.169
C -0.112 -0.158 -0.033
H 1.962 1.252 1.072
H 3.512 0.548 0.494
H 2.235 1.474 -0.717
H -0.786 -1.915 0.518
H -2.531 0.081 -0.139
H -1.710 2.398 0.046
N -1.130 -1.001 0.560
N -0.370 1.039 -0.317
O -2.245 -0.908 -0.294
O -1.745 1.394 0.151
S 1.591 -0.729 -0.166
```

charge	0
SMILES	CS/C(=N/O)NO

=====

Model B:
# C2H6N2O2S

An isolated molecule of C2H6N2O2S (the ωB97M-V functional and the def2-TZVPD basis, the OMol25 dataset).

XYZ file:
```
13
C2H6N2O2S (the ωB97M-V functional and the def2-TZVPD basis)
C 1.080 -1.218 -1.097
C -0.052 0.598 0.154
H 0.582 -1.115 -2.115
H 1.344 -2.276 -0.808
H 2.068 -0.602 -1.095
H 0.074 -1.630 2.094
H 0.581 1.058 -1.833
H -0.117 2.949 -0.034
N 0.142 -0.746 -0.088
N 0.531 1.434 -0.899
O -0.640 1.121 1.064
O -0.073 2.652 -0.955
S -0.606 -1.854 0.968
```

charge	0
SMILES	CN(S)C(=O)NO

=====

Verdict on stability: model A comes out at the bottom.

=====

Model A:
# C2H7NO4

A cluster of 2 separate species, C2H7NO4 in total (the ωB97M-V functional and the def2-TZVPD basis, the OMol25 dataset).

XYZ file:
```
14
C2H7NO4 (the ωB97M-V functional and the def2-TZVPD basis)
C 1.223 1.224 -0.041
N -0.108 0.769 -0.321
O -1.663 1.146 0.639
H -2.407 0.573 0.387
H -0.505 0.766 -1.254
H 1.296 2.304 -0.177
H 1.497 0.908 0.966
H 1.915 0.800 -0.784
C -0.325 -1.016 -0.051
O -0.122 -1.478 1.223
O 0.637 -1.661 -0.820
O -1.542 -1.094 -0.464
H 0.186 -2.402 -1.254
H -0.084 -0.840 1.950
```

charge	0

=====

Model B:
# C2H7NO4

A cluster of 3 separate species, C2H7NO4 in total (the ωB97M-V functional and the def2-TZVPD basis, the OMol25 dataset).

XYZ file:
```
14
C2H7NO4 (the ωB97M-V functional and the def2-TZVPD basis)
O -2.554 0.679 -1.397
C -1.636 0.184 -0.803
N -0.376 -0.094 -1.314
C 0.065 0.180 -2.610
O -0.617 0.093 -3.590
H -1.739 -0.149 0.243
H 0.389 -0.234 -0.662
H 1.121 0.429 -2.715
H 0.162 0.115 2.435
H -1.000 -0.452 3.275
O -0.793 0.164 2.567
H 2.433 0.398 1.794
H 2.628 -0.986 1.377
O 1.917 -0.326 1.399
```

charge	0
SMILES	O=CNC=O.O.O

=====

Verdict on stability: model A comes out at the bottom.

=====

Model A:
# C3H9NSi

A cluster of 2 separate species, C3H9NSi in total (the ωB97M-V functional and the def2-TZVPD basis, the OMol25 dataset).

XYZ file:
```
14
C3H9NSi (the ωB97M-V functional and the def2-TZVPD basis)
C 0.608 -0.458 0.502
C -0.058 0.951 -2.021
C 1.235 0.478 -1.436
N -0.385 -0.131 1.126
Si -0.977 -0.583 2.694
H 1.380 -1.180 0.711
H -0.700 1.355 -1.235
H -0.590 0.135 -2.508
H 0.100 1.745 -2.756
H 1.881 1.243 -1.038
H 1.731 -0.351 -1.908
H -2.335 -1.045 2.435
H -0.881 0.657 3.459
H -0.192 -1.638 3.357
```

charge	0

=====

Model B:
# C3H9NSi

A cluster of 2 separate species, C3H9NSi in total (the ωB97M-V functional and the def2-TZVPD basis, the OMol25 dataset).

XYZ file:
```
14
C3H9NSi (the ωB97M-V functional and the def2-TZVPD basis)
C -1.462 1.798 1.373
C -0.252 1.249 2.054
C -0.120 1.975 0.771
N 0.259 -0.240 -1.417
Si 0.993 -1.791 -1.366
H -2.148 1.129 0.875
H -1.935 2.685 1.770
H 0.127 1.738 2.940
H -0.068 0.185 2.036
H 0.777 0.589 -1.167
H -0.416 -0.023 -2.132
H -0.119 -2.738 -1.458
H 1.667 -1.858 -0.070
H 1.954 -2.061 -2.440
```

charge	0

=====

Verdict on stability: model B comes out at the bottom.